{"formula": "C16H17CaN3O7S4Se", "method": "ωB97M-V/def2-TZVPD", "charge": -2, "lumo_energy_ev": 4.552, "de_lowest_ev": 1.962, "homo_ev": -1.35, "symbols": ["Ca", "O", "C", "O", "C", "O", "C", "C", "O", "O", "H", "H", "H", "H", "H", "S", "S", "S", "S", "C", "N", "C", "Se", "N", "C", "C", "C", "C", "C", "C", "H", "H", "H", "H", "H", "H", "H", "H", "O", "C", "C", "C", "C", "O", "N", "H", "H", "H", "H"], "xyz": [[1.713, -0.346, 0.329], [1.625, 3.299, 3.496], [2.187, 2.437, 2.558], [1.560, 2.453, 1.328], [2.110, 0.995, 3.102], [1.059, 0.221, 2.533], [-0.287, 0.693, 2.656], [-1.098, 0.428, 1.371], [-2.317, 0.327, 1.518], [-0.438, 0.363, 0.285], [1.283, 4.047, 2.934], [2.006, 1.035, 4.191], [3.024, 0.459, 2.846], [-0.304, 1.767, 2.843], [-0.762, 0.163, 3.485], [4.580, 0.160, 0.577], [4.491, 2.237, 0.538], [4.002, 2.917, 2.408], [0.929, 4.011, 0.830], [0.125, 2.728, -2.413], [-0.538, 1.439, -2.466], [0.071, 0.245, -2.627], [1.895, -0.027, -2.854], [-0.867, -0.715, -2.542], [-2.088, -0.145, -2.240], [-3.330, -0.697, -1.979], [-4.355, 0.180, -1.662], [-4.141, 1.558, -1.599], [-2.896, 2.111, -1.857], [-1.879, 1.233, -2.189], [1.075, 2.645, -2.933], [0.298, 3.031, -1.376], [-0.510, 3.466, -2.908], [-0.653, -1.717, -2.445], [-3.474, -1.769, -1.986], [-5.334, -0.215, -1.421], [-4.956, 2.207, -1.304], [-2.712, 3.171, -1.751], [-0.532, -3.436, -1.996], [0.158, -3.596, -0.990], [0.296, -4.973, -0.332], [1.280, -4.728, 0.800], [1.521, -3.227, 0.705], [2.230, -2.588, 1.480], [0.873, -2.654, -0.337], [0.633, -5.692, -1.079], [-0.692, -5.289, 0.005], [2.234, -5.242, 0.674], [0.906, -4.970, 1.795]], "mulliken_charge": [0.758, -0.496, 0.450, 0.118, -0.783, -0.444, -0.337, 0.186, -0.760, 0.279, 0.283, 0.278, 0.369, 0.264, 0.286, -0.510, -0.110, -0.207, -0.636, -1.082, 0.338, -0.406, -0.306, 0.178, 0.578, -0.765, -0.449, -0.571, -0.715, 0.448, 0.327, 0.189, 0.382, 0.332, 0.445, 0.339, 0.340, 0.397, -0.864, 0.318, -0.523, -0.599, 0.604, -0.673, -0.255, 0.274, 0.226, 0.253, 0.253]}